A.
One molecule with the formula C3H5N3O, computed with ωB97M-V/def2-TZVPD.

Summary:
Gap between HOMO and LUMO in eV: 8.5972
E_HOMO in eV: -7.87
M in g mol⁻¹: 99.09
LUMO in eV: 0.73

Each line ends with the Mulliken charge.
Element x y z (Å)
O (0.959, -2.437, 1.007)  -0.6369
N (-0.295, -1.414, -0.670)  -0.0713
N (0.415, -0.149, 0.928)  -0.0568
N (-0.350, 2.018, 0.342)  -0.4791
C (-0.596, -0.068, -1.059)  -0.5783
C (0.427, -1.487, 0.473)  0.2490
C (-0.186, 0.681, 0.021)  0.5176
H (0.733, 0.104, 1.848)  0.1948
H (-0.987, 2.522, -0.258)  0.2460
H (-0.004, -0.096, -1.970)  0.1920
H (0.496, 2.535, 0.532)  0.2417
H (-0.611, -2.210, -1.195)  0.1812

***

B.
C3H5N3O as an isolated structure, computed with ωB97M-V/def2-TZVPD.

Summary:
Gap between HOMO and LUMO in eV: 9.2467
E_HOMO in eV: -9.54
M in g mol⁻¹: 99.09
LUMO in eV: -0.30

Each line ends with the Mulliken charge.
Element x y z (Å)
O (0.111, 1.607, 0.334)  -0.4817
N (0.397, 0.267, 0.187)  0.2744
N (-0.873, -1.372, -1.337)  -0.5636
N (-0.336, 1.388, -2.766)  -0.4105
C (0.629, -0.351, 1.434)  -0.8120
C (-0.308, -0.277, -0.882)  0.1803
C (-0.278, 0.622, -1.906)  0.4201
H (0.661, -1.608, 1.541)  0.2730
H (-0.270, 0.142, 2.301)  0.2499
H (-0.547, -2.242, -0.729)  0.2342
H (-0.917, 1.828, -0.186)  0.3931
H (1.732, -0.004, 2.010)  0.2427

***

The relative energies come out as A 0.000; B 5.532, with values in eV.

***

A.
One molecule with the formula C3H5N3O, computed with ωB97M-V/def2-TZVPD.

Summary:
Gap between HOMO and LUMO in eV: 8.0107
E_HOMO in eV: -8.59
M in g mol⁻¹: 99.09
LUMO in eV: -0.57

Each line ends with the Mulliken charge.
Element x y z (Å)
O (-0.126, 2.714, 0.357)  -0.6516
N (-0.402, -1.762, -0.943)  -0.2228
N (0.243, 0.598, 1.137)  -0.0810
N (0.009, 0.917, -1.164)  -0.6646
C (-0.531, -1.563, 0.318)  -0.1273
C (0.249, -0.707, 1.122)  0.0481
C (-0.015, 1.554, -0.022)  0.2969
H (0.147, -1.063, -1.478)  0.3225
H (-0.179, 1.612, -1.883)  0.1987
H (-1.076, -2.340, -1.434)  0.2671
H (0.754, -1.215, 1.944)  0.3354
H (0.572, 1.086, 1.963)  0.2786

***

B.
One molecule with the formula C3H5N3O, computed with ωB97M-V/def2-TZVPD.

Summary:
Gap between HOMO and LUMO in eV: 8.3765
E_HOMO in eV: -7.61
M in g mol⁻¹: 99.09
LUMO in eV: 0.77

Each line ends with the Mulliken charge.
Element x y z (Å)
O (2.142, 1.248, -0.252)  -0.3330
N (0.487, -1.734, -0.088)  -0.7323
N (-0.809, -1.147, -0.023)  0.1052
N (-2.195, 0.804, 0.044)  -0.2033
C (-1.009, 0.235, 0.092)  -0.3917
C (1.522, -0.962, 0.116)  0.3319
C (1.714, 0.350, 0.578)  -0.3000
H (2.447, 2.099, 0.056)  0.3948
H (-3.110, 0.479, -0.259)  0.2141
H (-2.185, 1.806, 0.094)  0.2591
H (-1.458, -1.733, -0.520)  0.2592
H (2.455, -1.445, 0.161)  0.3961

***

The relative energies come out as A 0.000; B 3.018, with values in eV.

***

A.
One molecule with the formula C5H11NO, computed with ωB97M-V/def2-TZVPD.

Summary:
Gap between HOMO and LUMO in eV: 10.3082
E_HOMO in eV: -9.27
M in g mol⁻¹: 101.15
LUMO in eV: 1.03

Each line ends with the Mulliken charge.
Element x y z (Å)
O (-2.029, -1.858, 0.872)  -0.5455
N (-0.541, 0.352, 0.326)  -0.3049
C (1.323, 1.633, -0.911)  -1.0511
C (0.344, -0.263, 1.301)  -0.5443
C (-0.112, 1.556, -0.383)  -0.4245
C (0.034, -0.943, 0.020)  0.3148
C (-0.981, -2.071, -0.040)  -0.6953
H (2.073, 1.459, -0.132)  0.2816
H (-0.804, 1.690, -1.223)  0.2814
H (-1.360, -2.158, -1.072)  0.2473
H (1.512, 0.931, -1.730)  0.3027
H (-2.205, -0.902, 0.826)  0.3551
H (0.835, -0.988, -0.719)  0.3582
H (-0.136, -0.598, 2.217)  0.2287
H (1.496, 2.640, -1.303)  0.3669
H (-0.286, 2.391, 0.306)  0.2901
H (-0.504, -3.023, 0.218)  0.3114
H (1.342, 0.154, 1.427)  0.2276

***

B.
C5H11NO as an isolated structure, computed with ωB97M-V/def2-TZVPD.

Summary:
Gap between HOMO and LUMO in eV: 10.1620
E_HOMO in eV: -9.07
M in g mol⁻¹: 101.15
LUMO in eV: 1.09

Each line ends with the Mulliken charge.
Element x y z (Å)
O (-1.982, 1.523, -0.413)  -0.5294
N (0.095, 0.061, 0.279)  -0.2270
C (1.216, -0.539, -0.436)  0.1607
C (1.223, -0.441, 1.045)  -0.5225
C (2.066, 0.366, -1.297)  -1.4571
C (-2.346, 0.368, 0.197)  -0.6108
C (-1.189, -0.617, 0.421)  -0.1500
H (1.045, -1.536, -0.847)  0.3573
H (-3.252, -0.087, -0.193)  0.3234
H (1.833, 0.312, 1.543)  0.2449
H (1.059, -1.350, 1.621)  0.2918
H (-1.014, 1.571, -0.258)  0.4165
H (3.061, -0.067, -1.462)  0.3702
H (1.601, 0.528, -2.276)  0.3014
H (-2.700, 0.603, 1.491)  0.1535
H (-1.241, -1.625, -0.038)  0.3731
H (2.194, 1.340, -0.813)  0.3251
H (-1.670, -0.410, 1.435)  0.1789

***

C.
One molecule with the formula C5H11NO, computed with ωB97M-V/def2-TZVPD.

Summary:
Gap between HOMO and LUMO in eV: 10.5574
E_HOMO in eV: -9.66
M in g mol⁻¹: 101.15
LUMO in eV: 0.90

Each line ends with the Mulliken charge.
Element x y z (Å)
O (-1.256, 0.975, 1.173)  -0.6556
N (0.619, 1.484, -0.004)  -0.1956
C (0.522, -0.634, 1.202)  -0.5297
C (-0.136, -1.936, -0.897)  -1.0884
C (-0.243, -1.829, 0.623)  -0.3911
C (0.120, 2.742, -0.516)  -0.8564
C (-0.130, 0.680, 0.802)  0.5240
H (0.211, 2.779, -1.606)  0.2985
H (0.652, 3.597, -0.083)  0.2756
H (1.521, 1.156, -0.307)  0.2247
H (1.575, -0.672, 0.895)  0.2925
H (-0.556, -1.052, -1.391)  0.2947
H (0.909, -2.035, -1.218)  0.2736
H (-0.680, -2.811, -1.268)  0.3447
H (-0.934, 2.806, -0.239)  0.3123
H (-1.294, -1.733, 0.918)  0.2941
H (0.496, -0.674, 2.297)  0.2650
H (0.139, -2.748, 1.084)  0.3172

***

D.
A 2-piece molecular cluster, C5H11NO overall, computed with ωB97M-V/def2-TZVPD.

Summary:
Gap between HOMO and LUMO in eV: 9.0519
E_HOMO in eV: -8.22
M in g mol⁻¹: 101.15
LUMO in eV: 0.83

Each line ends with the Mulliken charge.
Element x y z (Å)
O (-1.189, -0.068, -1.679)  -0.4611
N (0.868, 3.875, 0.777)  -0.4956
C (0.216, 1.554, 1.099)  -0.8704
C (-0.280, -3.383, -0.148)  -1.1422
C (0.934, 2.629, 1.398)  0.2820
C (-0.667, -1.942, -0.321)  0.0194
C (-0.784, -1.371, -1.505)  -0.2142
H (0.351, -3.474, 0.738)  0.2942
H (-0.624, -1.940, -2.417)  0.2557
H (1.606, 2.622, 2.249)  0.2979
H (0.257, -3.791, -1.000)  0.3301
H (-0.860, -1.381, 0.584)  0.3240
H (1.748, 4.366, 0.764)  0.2300
H (0.341, 0.662, 1.693)  0.1338
H (-0.706, 0.307, -2.424)  0.3263
H (-1.148, -4.022, 0.039)  0.2690
H (0.423, 3.882, -0.129)  0.2155
H (-0.487, 1.474, 0.282)  0.2056

***

The relative energies come out as A 1.954; B 4.351; C 0.000; D 2.163, with values in eV.

***

A.
One molecule with the formula C4H9NO2, computed with ωB97M-V/def2-TZVPD.

Summary:
Gap between HOMO and LUMO in eV: 10.7409
E_HOMO in eV: -10.01
M in g mol⁻¹: 103.12
LUMO in eV: 0.73

Each line ends with the Mulliken charge.
Element x y z (Å)
O (-0.373, 2.355, 0.399)  -0.5415
O (-0.356, -0.376, -2.185)  -0.5320
N (-1.163, -0.415, -0.039)  -0.1631
C (-1.213, -0.674, -1.374)  -0.0435
C (0.061, -0.032, 0.673)  0.3508
C (1.119, -1.126, 0.527)  -1.3350
C (0.581, 1.333, 0.217)  -0.7767
H (1.301, -1.312, -0.534)  0.3555
H (2.063, -0.835, 0.997)  0.3634
H (-1.904, -0.816, 0.512)  0.2285
H (0.791, -2.054, 1.006)  0.3497
H (-0.230, 0.072, 1.726)  0.3165
H (1.438, 1.594, 0.848)  0.3761
H (-1.054, 2.233, -0.275)  0.3328
H (0.928, 1.274, -0.822)  0.3340
H (-2.162, -1.145, -1.684)  0.3844

***

B.
One molecule with the formula C4H9NO2, computed with ωB97M-V/def2-TZVPD.

Summary:
Gap between HOMO and LUMO in eV: 9.1112
E_HOMO in eV: -8.37
M in g mol⁻¹: 103.12
LUMO in eV: 0.74

Each line ends with the Mulliken charge.
Element x y z (Å)
O (1.978, -0.098, -0.755)  -0.5967
O (-0.425, -0.187, -1.878)  -0.5776
N (-2.677, 0.178, -0.465)  -0.2073
C (1.158, 0.118, 1.544)  -1.3472
C (0.906, -0.426, 0.148)  0.6004
C (-1.549, 0.228, 0.249)  -0.9706
C (-0.355, 0.102, -0.521)  0.7760
H (2.055, -0.339, 1.965)  0.4013
H (-3.562, 0.334, -0.010)  0.2315
H (0.309, -0.099, 2.188)  0.3657
H (0.490, -0.238, -2.198)  0.3444
H (-2.692, 0.000, -1.465)  0.1976
H (0.802, -1.521, 0.190)  0.1854
H (2.786, -0.518, -0.441)  0.3121
H (1.303, 1.198, 1.506)  0.3526
H (-0.526, 1.267, -0.057)  -0.0677

***

The relative energies come out as A 0.000; B 2.796, with values in eV.

***

A.
One molecule with the formula C4H9NO2, computed with ωB97M-V/def2-TZVPD.

Summary:
Gap between HOMO and LUMO in eV: 10.5731
E_HOMO in eV: -9.70
M in g mol⁻¹: 103.12
LUMO in eV: 0.87

Each line ends with the Mulliken charge.
Element x y z (Å)
O (0.863, -1.044, -1.274)  -0.5883
O (1.156, -0.629, 1.037)  -0.4750
N (1.949, 0.825, -0.627)  -0.6931
C (-0.462, 0.483, 0.208)  0.0380
C (-0.157, -0.289, 1.496)  -0.4505
C (0.910, -0.087, -0.272)  0.9395
C (-1.751, 0.131, -0.521)  -1.5714
H (-1.870, -0.954, -0.661)  0.4072
H (0.014, -1.502, -1.222)  0.3274
H (2.525, 0.960, 0.189)  0.2937
H (-0.374, 1.566, 0.331)  0.2796
H (-0.145, 0.280, 2.432)  0.2517
H (-2.615, 0.454, 0.074)  0.3819
H (2.545, 0.383, -1.321)  0.2718
H (-1.819, 0.611, -1.502)  0.3194
H (-0.771, -1.188, 1.633)  0.2680

***

B.
One molecule with the formula C4H9NO2, computed with ωB97M-V/def2-TZVPD.

Summary:
Gap between HOMO and LUMO in eV: 10.4508
E_HOMO in eV: -9.81
M in g mol⁻¹: 103.12
LUMO in eV: 0.64

Each line ends with the Mulliken charge.
Element x y z (Å)
O (1.023, -1.611, 0.767)  -0.4844
O (-2.014, -0.647, 1.106)  -0.5024
N (-0.941, 0.048, -0.848)  -0.1208
C (0.356, 1.312, 0.879)  -1.4022
C (0.434, 0.482, -0.402)  0.4582
C (1.335, -0.718, -0.314)  -0.8193
C (-1.961, -0.373, -0.073)  -0.1274
H (0.824, 1.091, -1.232)  0.2828
H (2.377, -0.438, -0.129)  0.3529
H (1.433, -1.267, -1.261)  0.3610
H (-0.319, 2.158, 0.729)  0.3645
H (-0.077, 0.694, 1.658)  0.3539
H (-2.869, -0.618, -0.677)  0.3516
H (1.344, 1.688, 1.142)  0.3885
H (-1.207, 0.273, -1.784)  0.2469
H (0.261, -2.073, 0.439)  0.2960

***

The relative energies come out as A 0.366; B 0.000, with values in eV.

***

A.
A 2-piece molecular cluster, C4H9NO2 overall, computed with ωB97M-V/def2-TZVPD.

Summary:
Gap between HOMO and LUMO in eV: 9.5598
E_HOMO in eV: -8.84
M in g mol⁻¹: 103.12
LUMO in eV: 0.72

Each line ends with the Mulliken charge.
Element x y z (Å)
O (-1.504, -1.457, -0.792)  -0.5194
O (0.566, 1.307, 0.855)  -0.5428
N (-2.372, 0.197, 0.491)  -0.4188
C (-1.737, -1.003, 0.296)  0.1096
C (2.009, -0.524, 0.763)  -0.9606
C (1.274, 0.377, 0.118)  0.7366
C (1.160, 0.508, -1.371)  -1.0151
H (1.179, 1.560, -1.653)  0.2996
H (2.064, -0.524, 1.842)  0.2869
H (0.219, 0.060, -1.695)  0.2385
H (2.621, -1.218, 0.207)  0.2566
H (1.982, -0.008, -1.858)  0.3510
H (-0.334, 1.331, 0.517)  0.3623
H (-2.869, 0.549, -0.318)  0.2303
H (-1.426, -1.495, 1.227)  0.3578
H (-2.832, 0.341, 1.374)  0.2276

***

B.
One molecule with the formula C4H9NO2, computed with ωB97M-V/def2-TZVPD.

Summary:
Gap between HOMO and LUMO in eV: 11.3437
E_HOMO in eV: -10.40
M in g mol⁻¹: 103.12
LUMO in eV: 0.94

Each line ends with the Mulliken charge.
Element x y z (Å)
O (-0.935, -0.898, 0.054)  -0.3587
O (-1.344, 0.051, 2.087)  -0.5894
N (-3.033, -0.755, 0.775)  -0.4199
C (-1.727, -0.473, 1.064)  0.6376
C (0.460, -0.589, 0.159)  -0.5099
C (2.298, 0.852, -0.791)  -1.2048
C (0.814, 0.496, -0.844)  -0.2034
H (0.541, 0.148, -1.849)  0.2880
H (0.204, 1.384, -0.628)  0.2339
H (2.928, -0.026, -0.977)  0.3155
H (2.541, 1.603, -1.547)  0.3438
H (-3.281, -0.950, -0.182)  0.2294
H (-3.719, -0.309, 1.362)  0.2531
H (0.680, -0.279, 1.184)  0.3709
H (2.575, 1.263, 0.187)  0.3245
H (0.998, -1.520, -0.055)  0.2894

***

The relative energies come out as A 1.263; B 0.000, with values in eV.